[1]
ORCA calculation (ωB97M-V with the def2-TZVPD basis set) on a molecular structure, C3H8N at a distorted geometry.

Kohn-Sham gap: 9.34 eV
HOMO: -15.47 eV
Net charge: +1
Energy relative to the best compared isomer or geometry (same formula, charge and spin): 74.8 kcal per mole
E: -4720.18342 eV

Positions of all 12 atoms, in Å:
C 0.90 -1.12 1.18
C -0.75 0.76 -0.99
C 0.21 -1.38 0.08
N -0.32 1.76 -0.19
H 1.55 -1.82 1.68
H 0.93 -0.01 1.24
H -0.64 0.79 -2.09
H -1.81 0.59 -0.80
H -0.26 -0.41 -0.59
H -0.21 -2.38 -0.24
H 0.57 2.08 -0.35
H -0.66 2.05 0.72

Here are the natural (NBO) charges for atoms 1 to 6, given in e: C -0.37; C -0.08; C -0.14; N -0.64; H 0.28; H 0.21

[2]
ORCA calculation (ωB97M-V with the def2-TZVPD basis set) on 2 unconnected molecules or ions with the total composition C2H7O2P at a distorted geometry.

Kohn-Sham gap: 8.73 eV
HOMO: -8.83 eV
Net charge: 0
Energy relative to the best compared isomer or geometry (same formula, charge and spin): 66.6 kcal per mole
E: -15568.89625 eV

Positions of all 12 atoms, in Å:
C -2.01 -0.67 0.40
C 1.70 1.23 -0.10
O 1.46 -1.51 0.43
O -1.10 0.36 0.37
P 1.02 -0.42 -0.35
H -2.91 -0.48 1.05
H -1.62 -1.74 0.63
H -2.59 -0.95 -0.67
H 0.91 1.79 0.34
H 2.66 1.24 0.51
H 1.97 1.72 -1.00
H 0.51 -0.56 -1.62

Here are the natural (NBO) charges for atoms 1 to 6, given in e: C -0.25; C -1.03; O -0.99; O -0.80; P 1.86; H 0.18

[3]
ORCA calculation (ωB97M-V with the def2-TZVPD basis set) on a molecular structure, C29H37Cl5CsN5O4S4.

Kohn-Sham gap: 6.86 eV
HOMO: -7.11 eV
Net charge: 0
Energy relative to the best compared isomer or geometry (same formula, charge and spin): 42.5 kcal per mole
E: -152810.74889 eV

Positions of all 85 atoms, in Å:
Cs -0.53 -1.41 0.20
N -3.05 -0.37 -2.13
N -2.82 0.56 -1.12
C -2.24 1.76 -1.35
N -2.32 2.64 -0.31
S -1.51 2.19 -2.79
H -2.36 -1.12 -2.12
H -3.01 0.10 -3.03
H -3.49 0.51 -0.35
H -2.93 2.42 0.47
H -2.21 3.60 -0.56
Cl -3.76 -2.47 0.81
C -3.30 -3.74 -0.44
C -2.32 -3.49 -1.35
C -2.00 -4.51 -2.21
Cl -0.67 -4.28 -3.34
C -2.69 -5.72 -2.23
Cl -2.30 -6.97 -3.35
C -3.72 -5.92 -1.30
Cl -4.59 -7.41 -1.29
C -4.03 -4.92 -0.37
Cl -5.28 -5.20 0.79
O 0.94 -0.75 -2.00
S 2.41 -0.94 -1.84
C 3.09 0.71 -2.03
C 2.26 1.72 -2.49
C 2.75 3.02 -2.57
C 4.06 3.29 -2.18
C 4.88 2.27 -1.72
C 4.40 0.98 -1.64
C 3.01 -1.69 -3.35
C 4.13 -2.49 -3.29
C 4.58 -3.11 -4.45
C 3.88 -2.94 -5.63
C 2.73 -2.15 -5.67
C 2.29 -1.52 -4.52
H 1.23 1.49 -2.74
H 2.10 3.81 -2.92
H 4.44 4.31 -2.24
H 5.90 2.49 -1.42
H 5.03 0.18 -1.26
H 4.65 -2.64 -2.35
H 5.45 -3.75 -4.42
H 4.22 -3.44 -6.53
H 2.18 -2.04 -6.59
H 1.39 -0.92 -4.51
C -6.15 -1.21 2.94
N -4.82 -0.84 3.37
C -4.15 -1.57 4.44
C -2.77 -0.91 4.46
N -3.04 0.37 3.81
C -4.17 0.28 3.06
S -4.67 1.41 1.92
H -6.14 -2.25 2.59
H -6.44 -0.57 2.11
H -6.86 -1.11 3.75
H -4.11 -2.63 4.21
H -4.69 -1.43 5.39
H -2.04 -1.48 3.88
H -2.39 -0.76 5.47
H -2.26 0.88 3.42
C 0.80 5.38 0.58
C 0.57 4.14 1.45
C 1.38 2.97 0.90
S 1.22 1.46 1.79
O 1.91 0.43 1.08
C 1.83 1.67 3.46
C 3.05 0.80 3.73
C 4.31 1.30 3.04
H 0.18 6.21 0.93
H 0.53 5.17 -0.45
H 1.84 5.69 0.61
H -0.48 3.87 1.44
H 0.84 4.35 2.49
H 2.46 3.16 0.86
H 1.06 2.69 -0.11
H 0.97 1.42 4.08
H 2.06 2.73 3.54
H 2.82 -0.22 3.44
H 3.19 0.80 4.82
H 4.20 1.27 1.95
H 5.17 0.69 3.30
H 4.54 2.33 3.34
O -0.30 0.05 2.72
O -0.31 1.34 1.92

Here are the Löwdin charges for atoms 1 to 6, given in e: Cs 1.12; N 0.03; N -0.13; C -0.92; N 0.07; S 0.61

[4]
ORCA calculation (ωB97M-V with the def2-TZVPD basis set) on a molecular structure, C13H22Br4Fe2O9 at a distorted geometry.

Kohn-Sham gap (alpha / beta): 8.10 / 7.37 eV
HOMO (alpha / beta): -8.73 / -8.39 eV
Net charge: 0
⟨S²⟩: 20.020
Multiplicity: 9
Energy relative to the best compared isomer or geometry (same formula, charge and spin): 5.0 kcal per mole
E: -381208.67109 eV

Positions of all 50 atoms, in Å:
Fe -1.44 -0.97 -0.66
Fe -2.21 0.89 -3.24
C -0.27 1.20 -1.53
O -0.23 1.30 -2.83
O -1.50 1.09 -1.16
O 0.29 0.16 -1.00
C -3.31 -1.26 -2.45
O -3.38 -1.55 -1.20
O -3.89 -0.24 -2.97
O -2.06 -1.22 -2.74
C -1.74 -0.06 3.69
C -0.98 -0.36 2.42
O -1.63 -0.64 1.43
C 0.51 -0.24 2.39
H -1.72 -0.89 4.39
H -2.74 0.26 3.38
H -1.30 0.79 4.21
H 0.88 -0.29 1.36
H 1.01 -0.99 3.00
H 0.80 0.74 2.76
O -0.41 -2.66 -0.24
C 0.11 -3.74 -0.04
O 1.41 -3.85 0.18
C 2.10 -2.63 0.40
C 3.52 -2.59 -0.18
C -0.61 -5.04 -0.05
H 2.16 -2.37 1.45
H 1.57 -1.79 -0.05
H 4.25 -3.14 0.40
H 3.80 -1.54 -0.10
H 3.56 -2.80 -1.24
H -0.46 -5.57 0.89
H -0.22 -5.62 -0.89
H -1.66 -4.94 -0.29
Br -4.05 4.62 1.44
C -2.10 4.55 1.60
C -1.48 4.43 0.21
Br -1.81 6.11 -0.81
H -1.91 3.69 2.24
H -1.71 5.44 2.09
H -1.96 3.67 -0.39
H -0.40 4.38 0.33
Br 4.39 1.08 -0.75
C 2.88 0.96 -2.01
C 2.13 2.27 -2.11
Br 3.30 3.76 -2.64
H 2.13 0.21 -1.74
H 3.30 0.65 -2.96
H 1.75 2.54 -1.13
H 1.33 2.22 -2.84

Here are the natural (NBO) charges for atoms 1 to 6, given in e: Fe 1.60; Fe 1.59; C 0.96; O -0.87; O -0.89; O -0.85

[5]
ORCA calculation (ωB97M-V with the def2-TZVPD basis set) on 2 unconnected molecules or ions with the total composition C10H16Cl4N2O3PS.

Kohn-Sham gap: 7.82 eV
HOMO: -12.92 eV
Net charge: +1
E: -89959.96744 eV

Positions of all 37 atoms, in Å:
O 2.50 3.45 -1.59
S 1.88 2.48 -0.75
O 2.67 1.77 0.22
Cl 0.35 3.36 0.23
C 1.03 1.29 -1.78
C 1.64 -0.11 -1.67
C 1.38 -0.76 -0.28
C 0.62 -2.09 -0.40
C -0.76 -1.87 -0.94
C -1.71 -1.07 -0.31
C -2.93 -0.91 -0.93
P -4.36 0.10 -0.28
O -4.15 1.41 -1.23
Cl -3.49 0.77 1.43
C -3.13 -1.58 -2.16
N -2.25 -2.35 -2.73
N -1.10 -2.46 -2.08
H 1.09 1.67 -2.80
H -0.02 1.28 -1.51
H 1.19 -0.72 -2.46
H 2.71 -0.03 -1.84
H 2.34 -0.94 0.20
H 0.83 -0.06 0.35
H 1.16 -2.74 -1.09
H 0.53 -2.56 0.58
H -1.48 -0.58 0.63
H -4.90 1.47 -1.84
H -4.07 -1.47 -2.69
H -0.42 -3.06 -2.53
Cl 1.38 2.65 4.70
C 1.82 0.94 4.50
C 1.61 0.48 3.08
Cl -0.13 0.43 2.66
H 1.23 0.36 5.20
H 2.87 0.84 4.76
H 2.00 -0.53 2.96
H 2.10 1.14 2.37

Here are the natural (NBO) charges for atoms 1 to 6, given in e: O -0.87; S 2.11; O -0.92; Cl -0.19; C -0.66; C -0.41

[6]
ORCA calculation (ωB97M-V with the def2-TZVPD basis set) on a molecular structure, C33H21F6IN4O13S2TeW.

Kohn-Sham gap: 6.88 eV
HOMO: -7.77 eV
Net charge: 0
Energy relative to the best compared isomer or geometry (same formula, charge and spin): 36.2 kcal per mole
E: -122333.30285 eV

Positions of all 82 atoms, in Å:
W 0.24 0.18 -0.86
O 4.69 2.88 -4.41
C 3.86 2.16 -3.64
C 3.59 0.82 -3.85
C 2.69 0.14 -3.03
N 2.05 0.78 -2.04
C 2.40 2.06 -1.79
C 3.26 2.80 -2.54
C 1.83 2.59 -0.50
O 2.01 3.70 -0.09
O 1.15 1.65 0.14
C 2.56 -1.39 -3.24
O 3.28 -1.84 -4.13
O 1.72 -1.95 -2.51
H 5.05 2.32 -5.10
H 4.07 0.24 -4.62
H 3.49 3.82 -2.27
F -2.35 -4.92 -1.45
C -2.05 -3.80 -0.81
F -1.95 -4.06 0.49
F -3.01 -2.91 -1.00
S -0.43 -3.15 -1.41
O -0.35 -1.91 -0.62
O 0.51 -4.18 -1.14
N -0.78 -2.89 -2.91
S -0.57 -1.56 -3.68
O -0.39 -0.37 -2.80
O 0.23 -1.61 -4.85
C -2.28 -1.22 -4.28
F -3.13 -1.11 -3.27
F -2.68 -2.20 -5.08
F -2.27 -0.07 -4.96
I -2.92 5.05 0.56
C -2.10 3.94 -0.99
C -2.43 4.18 -2.31
C -1.86 3.38 -3.29
C -1.01 2.36 -2.91
N -0.70 2.12 -1.63
C -1.22 2.92 -0.69
H -3.12 4.97 -2.58
H -2.08 3.53 -4.33
H -0.56 1.70 -3.64
H -0.90 2.72 0.33
Te 2.23 -1.33 0.53
C 1.11 -2.10 2.15
C 0.88 -3.47 2.18
C 0.14 -4.02 3.22
C -0.37 -3.20 4.22
C -0.13 -1.83 4.19
C 0.61 -1.28 3.15
C 3.48 -0.13 1.74
C 4.74 -0.66 1.99
C 5.63 0.01 2.82
C 5.26 1.22 3.40
C 4.00 1.75 3.15
C 3.11 1.08 2.32
H 1.28 -4.11 1.40
H -0.04 -5.09 3.25
H -0.95 -3.63 5.03
H -0.53 -1.19 4.96
H 0.78 -0.21 3.12
H 5.03 -1.60 1.54
H 6.60 -0.41 3.01
H 5.95 1.75 4.04
H 3.71 2.70 3.59
H 2.13 1.51 2.13
O -1.96 0.03 -0.75
C -1.94 0.14 0.50
O -0.80 0.27 1.03
C -3.16 0.13 1.32
C -4.41 0.05 0.72
C -5.56 0.05 1.50
C -5.47 0.13 2.88
C -4.21 0.20 3.45
C -3.05 0.20 2.71
N -4.10 0.26 4.92
O -5.13 0.39 5.56
O -2.99 0.19 5.41
H -4.47 -0.02 -0.36
H -6.53 -0.01 1.03
H -6.34 0.14 3.51
H -2.08 0.24 3.18

Here are the Löwdin charges for atoms 1 to 6, given in e: W 1.59; O 0.10; C -0.27; C 0.08; C -0.12; N 0.02

[7]
ORCA calculation (ωB97M-V with the def2-TZVPD basis set) on a molecular structure, C21H17BaCl3GeN7OS2Se at a distorted geometry.

Kohn-Sham gap (alpha / beta): 7.16 / 5.93 eV
HOMO (alpha / beta): -13.88 / -13.88 eV
Net charge: +2
⟨S²⟩: 0.753
Multiplicity: 2
Energy relative to the best compared isomer or geometry (same formula, charge and spin): 28.8 kcal per mole
E: -216316.11799 eV

Positions of all 54 atoms, in Å:
Ba -0.35 0.92 0.21
S -3.66 -6.10 -2.49
N -4.35 -4.85 -1.73
C -3.40 -3.93 -1.60
C -3.58 -2.63 -0.97
C -4.80 -2.21 -0.44
C -4.89 -0.95 0.12
C -3.76 -0.15 0.12
N -2.59 -0.54 -0.37
C -2.48 -1.77 -0.91
C -1.16 -2.18 -1.48
N -0.13 -1.32 -1.38
C 1.04 -1.64 -1.92
C 1.25 -2.84 -2.61
C 0.21 -3.74 -2.69
C -1.02 -3.41 -2.12
C -2.17 -4.30 -2.16
N -2.18 -5.50 -2.72
H -5.65 -2.87 -0.48
H -5.82 -0.59 0.53
H -3.81 0.86 0.53
H 1.84 -0.92 -1.84
H 2.22 -3.05 -3.04
H 0.33 -4.69 -3.20
Se -2.28 0.65 4.12
N -1.10 -0.19 5.16
C -0.09 -0.51 4.40
C 1.08 -1.21 4.88
C 2.06 -1.47 4.00
C 1.91 -1.05 2.63
N 0.89 -0.42 2.13
C -0.15 -0.12 3.02
N -1.25 0.52 2.63
H 1.13 -1.50 5.93
H 2.96 -1.99 4.28
H 2.72 -1.27 1.95
O 0.91 2.65 -0.70
S 1.75 3.89 -1.20
C 3.05 4.13 0.02
C 4.35 4.22 -0.78
C 4.26 3.11 -1.83
C 2.88 3.28 -2.47
H 3.02 3.23 0.64
H 2.80 4.99 0.64
H 5.21 4.11 -0.12
H 4.44 5.20 -1.26
H 4.34 2.13 -1.36
H 5.03 3.18 -2.58
H 2.41 2.38 -2.87
H 2.87 4.03 -3.26
Cl -1.54 5.30 -0.45
Ge -1.50 3.69 0.89
Cl 0.11 3.82 2.31
Cl -3.36 3.60 1.90

Here are the Löwdin charges for atoms 1 to 6, given in e: Ba 1.85; S 1.09; N -0.19; C -0.31; C -0.07; C 0.04

[8]
ORCA calculation (ωB97M-V with the def2-TZVPD basis set) on C5H8N2 in the gas phase.

Kohn-Sham gap: 8.20 eV
HOMO: -7.43 eV
Net charge: 0
Energy relative to the best compared isomer or geometry (same formula, charge and spin): 85.4 kcal per mole
E: -8291.29422 eV

Positions of all 15 atoms, in Å:
C -1.94 0.02 -0.46
C -0.99 -0.08 1.15
C -0.68 1.04 0.35
N 0.62 0.99 -0.15
C 1.14 -0.23 0.24
N 2.46 -0.54 -0.08
C 0.20 -0.91 0.95
H -2.17 -1.03 -0.33
H -2.85 0.60 -0.35
H -1.51 0.13 -1.47
H -1.18 2.01 0.34
H 1.13 1.72 -0.63
H 2.69 -1.50 0.12
H 2.72 -0.31 -1.04
H 0.34 -1.90 1.36

Here are the natural (NBO) charges for atoms 1 to 6, given in e: C -0.59; C -0.18; C -0.03; N -0.60; C 0.36; N -0.81

[9]
ORCA calculation (ωB97M-V with the def2-TZVPD basis set) on a molecular structure, C5H22NO6V at a distorted geometry.

Kohn-Sham gap (alpha / beta): 7.24 / 7.68 eV
HOMO (alpha / beta): -10.18 / -10.61 eV
Net charge: +1
⟨S²⟩: 3.754
Multiplicity: 4
Energy relative to the best compared isomer or geometry (same formula, charge and spin): 0.0 kcal per mole
E: -44999.26449 eV

Positions of all 35 atoms, in Å:
V -0.95 1.02 -0.54
C -2.56 2.16 2.30
O -2.42 1.80 0.92
H -3.39 2.83 2.50
H -2.61 1.25 2.90
H -1.63 2.64 2.60
C -0.09 -2.78 -0.79
C 0.12 -2.11 0.56
C 1.63 -1.88 0.92
O 2.23 -1.22 -0.19
C 3.49 -0.73 -0.04
N -0.60 -0.84 0.62
H -1.14 -2.96 -1.05
H 0.52 -3.68 -0.85
H 0.29 -2.10 -1.56
H -0.34 -2.73 1.34
H 2.12 -2.83 1.14
H 1.69 -1.23 1.80
H 4.06 -1.55 0.41
H 3.45 0.15 0.60
H 3.92 -0.46 -1.00
H -0.04 -0.39 1.33
H -1.53 -1.07 0.94
O 0.76 0.43 -1.87
H 1.29 1.02 -2.40
H 1.34 -0.31 -1.68
O -1.26 2.98 -1.65
H -1.76 3.10 -2.45
H -1.53 3.70 -1.09
O 0.63 1.84 0.70
H 1.56 2.03 0.82
H 0.25 1.93 1.57
O -2.39 0.13 -1.93
H -2.88 0.59 -2.61
H -2.24 -0.74 -2.29

Here are the natural (NBO) charges for atoms 1 to 6, given in e: V 1.27; C -0.22; O -0.98; H 0.18; H 0.14; H 0.11

[10]
ORCA calculation (ωB97M-V with the def2-TZVPD basis set) on a molecular structure, C4H9N2 at a distorted geometry.

Kohn-Sham gap (alpha / beta): 7.86 / 8.15 eV
HOMO (alpha / beta): -12.17 / -16.38 eV
Net charge: +1
⟨S²⟩: 2.009
Multiplicity: 3
Energy relative to the best compared isomer or geometry (same formula, charge and spin): 87.0 kcal per mole
E: -7259.68694 eV

Positions of all 15 atoms, in Å:
C -1.22 -1.14 0.18
C -0.45 0.73 -0.25
C 0.74 0.89 -1.18
C 0.90 -0.66 1.36
N -0.21 -0.47 0.54
N -1.73 0.24 -1.00
H -1.44 -2.18 0.28
H -0.45 1.67 0.28
H 0.60 1.70 -1.91
H 0.76 0.02 -1.88
H 1.65 0.90 -0.56
H 1.72 -1.09 0.87
H 1.14 0.38 1.70
H 0.59 -1.48 2.05
H -2.60 0.50 -0.48

Here are the natural (NBO) charges for atoms 1 to 6, given in e: C 0.27; C 0.05; C -0.64; C -0.43; N -0.35; N -0.21

[11]
ORCA calculation (ωB97M-V with the def2-TZVPD basis set) on 3 unconnected molecules or ions with the total composition C4H15NO3 at a distorted geometry.

SMILES: CCCNCO.O.O
Kohn-Sham gap: 10.07 eV
HOMO: -9.47 eV
Net charge: 0
Energy relative to the best compared isomer or geometry (same formula, charge and spin): 22.5 kcal per mole
E: -12023.24102 eV

Positions of all 23 atoms, in Å:
C -0.20 -0.47 0.48
N -0.02 0.93 0.19
C 0.21 1.82 1.34
O 0.55 3.10 0.87
C -0.21 -1.31 -0.79
C 1.16 -1.50 -1.42
H -1.16 -0.59 0.99
H 0.55 -0.86 1.16
H 0.68 1.06 -0.52
H -0.75 1.83 1.87
H 1.06 1.47 1.89
H -0.07 3.36 0.18
H -0.80 -2.23 -0.67
H -0.81 -0.73 -1.48
H 1.72 -2.29 -0.90
H 1.77 -0.61 -1.43
H 1.06 -1.83 -2.46
H -0.11 -3.42 2.60
H -1.45 -2.75 2.22
O -1.04 -3.35 2.85
H -0.87 2.42 -3.01
H -0.57 2.80 -1.54
O -0.70 3.16 -2.43

Here are the natural (NBO) charges for atoms 1 to 6, given in e: C -0.22; N -0.67; C 0.11; O -0.70; C -0.41; C -0.61

[12]
ORCA calculation (ωB97M-V with the def2-TZVPD basis set) on a molecular structure, C9H18CuNO11 at a distorted geometry.

Kohn-Sham gap (alpha / beta): 8.27 / 4.16 eV
HOMO (alpha / beta): -8.05 / -7.70 eV
Net charge: 0
⟨S²⟩: 2.009
Multiplicity: 3
E: -78272.70808 eV

Positions of all 40 atoms, in Å:
Cu 20.03 3.04 15.81
O 24.32 2.74 14.92
C 23.23 3.39 15.28
O 23.16 4.62 15.30
O 22.18 2.77 15.50
H 25.07 3.33 14.78
O 19.75 6.46 18.63
C 20.24 5.87 17.50
O 20.96 6.54 16.75
O 20.11 4.64 17.36
H 20.14 7.33 18.65
O 20.00 4.97 11.96
C 20.15 5.09 13.25
O 19.68 4.22 14.00
O 20.88 5.96 13.71
H 20.60 5.72 11.87
C 20.34 0.48 13.91
O 19.48 1.35 14.51
C 18.07 1.18 14.36
C 17.15 2.17 15.14
N 17.75 2.67 16.43
C 17.80 1.52 17.39
C 19.04 1.67 18.28
O 20.20 1.46 17.44
C 21.24 0.85 18.17
H 20.16 -0.58 14.05
H 21.40 0.70 14.09
H 20.22 0.75 12.86
H 17.71 0.18 14.58
H 17.84 1.35 13.30
H 16.16 1.78 15.36
H 16.84 2.97 14.48
H 17.06 3.31 16.81
H 17.79 0.60 16.81
H 16.91 1.42 18.00
H 18.91 0.94 19.08
H 19.13 2.67 18.69
H 21.16 -0.23 18.30
H 21.43 1.37 19.11
H 22.16 0.97 17.59

Here are the natural (NBO) charges for atoms 1 to 6, given in e: Cu 1.56; O -0.71; C 0.95; O -0.71; O -0.83; H 0.50

- net charge of number 3 (C29H37Cl5CsN5O4S4)?
  0

- Among the records above, which one has the lowest E?
  C13H22Br4Fe2O9